Entry from the OMol25 dataset: a structure of composition C45H62Br6F3NO17 at a distorted geometry (ωB97M-V with the def2-TZVPD basis set).

Properties
HOMO-LUMO gap ... 6.934 eV
HOMO ... -7.0 eV
E_LUMO ... -0.1067 eV
Calculated total energy ... -18829.4276 a.u.

Last column: Löwdin charge in e.
CARTESIAN COORDINATES (ANGSTROEM)
C  -20.06777  3.10697  11.13612  -0.048
C  -20.34274  4.56404  10.97147  -0.349
C  -21.57549  4.86417  10.16996  -0.163
O  -21.66065  6.27357  10.07133  -0.191
C  -22.51545  6.77540  9.11859  -0.112
N  -20.44614  5.18250  12.28222  0.209
H  -19.46970  5.10588  12.79444  0.152
H  -20.77068  6.15419  12.24435  0.153
H  -21.09893  4.63974  12.86438  0.108
H  -20.90596  2.53711  11.54542  0.072
H  -19.23888  2.86186  11.80668  0.079
H  -19.73928  2.68578  10.18934  0.037
H  -19.49646  5.06535  10.50504  0.135
H  -22.47739  4.50064  10.69739  0.141
H  -21.57865  4.34900  9.20298  0.099
H  -22.82741  6.06311  8.35664  0.078
H  -22.11098  7.69694  8.69865  0.080
H  -23.43086  7.13692  9.61519  0.095
C  -16.92967  6.20076  13.25592  -0.358
O  -17.52192  5.06484  12.72389  -0.380
H  -17.33468  7.12776  12.76888  0.029
H  -17.04235  6.30731  14.35675  0.039
H  -15.83528  6.23375  13.04284  0.048
C  -18.49227  0.60775  5.60451  -0.031
C  -17.51685  1.30836  6.55044  -0.281
C  -16.79641  2.51944  5.89788  -0.053
O  -17.13235  3.62151  6.76623  0.055
C  -17.94212  3.21691  7.75483  -0.588
O  -18.38484  3.89338  8.61179  0.128
O  -18.34111  1.92215  7.57481  -0.011
H  -17.97918  0.23047  4.71760  0.088
H  -19.33902  1.24208  5.37154  0.073
H  -18.84108  -0.28256  6.13615  0.082
H  -16.78234  0.61064  6.95265  0.146
H  -17.11218  2.70868  4.87536  0.130
H  -15.72232  2.34791  5.95746  0.133
C  -18.36320  5.88754  18.02654  -0.024
C  -19.61796  5.31926  17.41419  -0.287
C  -19.96308  5.85453  15.99126  -0.075
O  -20.32267  4.67279  15.27999  0.040
C  -19.83727  3.57650  15.93337  -0.519
O  -19.74820  2.49955  15.44518  0.150
O  -19.41463  3.90162  17.17581  0.092
H  -18.49378  6.94745  18.24434  0.092
H  -17.53754  5.77753  17.31910  0.091
H  -18.07829  5.34261  18.92410  0.087
H  -20.49351  5.49172  18.04548  0.150
H  -19.20761  6.49526  15.53983  0.123
H  -20.86549  6.46666  16.06322  0.135
C  -21.79061  0.35229  13.78377  -0.022
C  -23.03945  1.18866  13.68004  -0.342
C  -23.55595  1.65060  15.06532  -0.069
O  -23.52837  3.07740  14.99604  0.089
C  -23.18926  3.45689  13.76278  -0.567
O  -23.06890  4.57807  13.41137  0.160
O  -22.82107  2.40322  12.99651  0.060
H  -20.94626  0.97953  14.07628  0.068
H  -21.52880  -0.17406  12.86834  0.043
H  -22.00988  -0.38052  14.56374  0.099
H  -23.88446  0.58616  13.32823  0.136
H  -22.84079  1.31095  15.81968  0.130
H  -24.55617  1.31144  15.32044  0.132
C  -21.55414  12.23828  10.89134  -0.019
C  -21.15114  10.77986  11.00904  -0.338
C  -20.45703  10.49403  12.37354  -0.102
O  -21.07806  9.28232  12.86058  0.043
C  -22.22199  9.06226  12.16626  -0.541
O  -23.00403  8.19130  12.35576  0.165
O  -22.34289  9.97681  11.13096  0.052
H  -22.41354  12.37043  10.24614  0.088
H  -20.67729  12.80099  10.57282  0.092
H  -21.80628  12.57209  11.89623  0.081
H  -20.54456  10.44560  10.15434  0.071
H  -20.58559  11.29276  13.10394  0.128
H  -19.39792  10.28816  12.23879  0.089
C  -14.78473  4.79609  10.45984  -0.039
C  -15.08779  3.48350  11.12325  -0.290
C  -16.58191  3.09759  10.98833  -0.104
O  -16.52529  2.01768  10.03863  0.053
C  -15.25991  1.65179  9.78444  -0.590
O  -14.94540  0.75509  9.10819  0.166
O  -14.38048  2.43757  10.45558  0.092
H  -15.19824  5.66806  10.96878  0.042
H  -15.16598  4.79138  9.43116  0.055
H  -13.71864  5.00626  10.32710  0.092
H  -14.86879  3.54709  12.18928  0.154
H  -17.19854  3.86423  10.53776  0.091
H  -16.97630  2.81742  11.95667  0.096
F  -24.87438  2.66690  1.95350  0.082
C  -24.69873  3.27269  3.11566  -0.312
C  -24.93457  4.61307  3.27508  -0.012
C  -24.72656  5.19232  4.52494  -0.089
C  -24.28247  4.43501  5.58871  -0.096
C  -24.01470  3.08310  5.41299  -0.088
C  -24.18790  2.52780  4.15937  -0.021
H  -25.30828  5.27266  2.50151  0.120
H  -24.78398  6.27036  4.57604  0.106
H  -24.06418  4.90511  6.53914  0.091
H  -23.65600  2.45532  6.21385  0.050
H  -24.00989  1.46566  4.02100  0.118
F  -22.34149  7.34941  3.58217  0.041
C  -21.45387  6.98048  4.53448  -0.288
C  -21.08464  7.96855  5.42357  -0.009
C  -20.22869  7.59873  6.45008  -0.091
C  -19.72047  6.30670  6.51395  -0.100
C  -20.20590  5.32260  5.67581  -0.064
C  -21.08405  5.65903  4.64602  -0.013
H  -21.55389  8.93759  5.33614  0.119
H  -19.92509  8.32279  7.19554  0.070
H  -19.10372  6.06150  7.37146  0.051
H  -19.88582  4.29650  5.81420  0.098
H  -21.41022  4.89970  3.94677  0.118
F  -18.02120  0.75323  12.48916  0.033
C  -18.25860  -0.40418  13.17931  -0.276
C  -17.97622  -1.61620  12.57678  -0.040
C  -18.16294  -2.78179  13.31446  -0.083
C  -18.56370  -2.72265  14.64472  -0.096
C  -18.76182  -1.48186  15.23991  -0.078
C  -18.54252  -0.30075  14.53418  -0.017
H  -17.62467  -1.62187  11.55051  0.112
H  -17.97414  -3.75536  12.87847  0.104
H  -18.66877  -3.64310  15.20273  0.099
H  -19.03975  -1.39949  16.28638  0.107
H  -18.73287  0.67941  14.96013  0.089
C  -17.04650  7.67850  9.99791  -1.564
Br  -16.52016  7.09910  8.23351  0.664
Br  -18.72161  8.64068  10.00929  0.712
Br  -15.63336  8.79174  10.71252  0.589
H  -17.14399  6.82461  10.66273  -0.056
C  -21.81234  -0.04760  8.96047  -1.530
Br  -23.37207  0.14405  10.12518  0.591
Br  -20.32481  -0.42662  10.09181  0.667
Br  -21.44760  1.59169  7.99175  0.684
H  -22.01821  -0.83018  8.25277  -0.021